[1]
# C35H57CrN2O2P2

A structure of composition C35H57CrN2O2P2 in a non-equilibrium geometry (the ωB97M-V functional and the def2-TZVPD basis, the OMol25 dataset).

Each line ends with the Löwdin spin population.
Geometry (Å):
C  2.94  -1.11  1.22  0.03
C  1.98  0.94  1.80  0.06
C  4.13  -0.78  1.86  0.00
C  3.08  1.25  2.61  0.00
C  4.17  0.38  2.62  0.04
H  4.97  -1.47  1.72  0.00
H  3.10  2.20  3.14  0.00
H  5.07  0.59  3.18  0.00
N  1.83  -0.36  1.41  0.02
P  1.11  -2.86  0.11  0.00
P  -0.24  3.14  1.58  0.63
C  2.85  -2.25  0.22  -0.01
H  3.18  -1.93  -0.79  0.00
H  3.55  -3.04  0.49  0.00
C  1.33  2.00  0.94  0.10
H  1.99  2.88  0.97  0.00
C  -0.34  4.67  0.46  0.06
C  -1.81  2.33  2.26  0.06
C  0.67  -3.11  -1.69  0.00
C  1.14  -4.39  1.21  0.00
C  -1.07  4.43  -0.87  0.03
H  -2.10  4.08  -0.73  0.00
H  -1.12  5.41  -1.38  0.01
H  -0.53  3.73  -1.52  0.00
C  -1.05  5.74  1.31  0.02
H  -2.12  5.55  1.42  0.00
H  -0.60  5.79  2.31  0.01
H  -0.93  6.72  0.82  0.00
C  1.08  5.16  0.13  0.00
H  1.00  6.15  -0.33  0.00
H  1.70  5.26  1.02  0.00
H  1.60  4.51  -0.59  0.00
C  -3.10  2.75  1.53  0.01
H  -3.14  2.33  0.51  0.00
H  -3.94  2.32  2.09  0.00
H  -3.24  3.84  1.48  0.00
C  -1.75  0.79  2.23  0.03
H  -2.03  0.40  1.23  0.01
H  -0.77  0.40  2.55  0.01
H  -2.50  0.40  2.92  0.00
C  -1.76  2.85  3.71  0.04
H  -1.87  3.94  3.75  0.00
H  -2.57  2.39  4.29  0.00
H  -0.80  2.59  4.18  0.01
C  -0.13  -5.24  0.98  0.00
H  -0.13  -6.06  1.72  0.00
H  -1.04  -4.66  1.14  0.00
H  -0.16  -5.70  -0.01  0.00
C  1.15  -3.86  2.65  0.01
H  2.03  -3.24  2.85  0.00
H  0.25  -3.28  2.88  0.00
H  1.19  -4.72  3.34  0.00
C  2.38  -5.27  0.96  0.00
H  2.24  -6.22  1.51  0.00
H  2.52  -5.52  -0.10  0.00
H  3.29  -4.81  1.35  0.00
C  0.95  -1.79  -2.43  0.01
H  2.02  -1.54  -2.46  0.00
H  0.57  -1.86  -3.46  0.00
H  0.43  -0.94  -1.95  0.01
C  -0.83  -3.42  -1.81  0.00
H  -1.46  -2.59  -1.45  0.00
H  -1.07  -3.59  -2.87  0.00
H  -1.12  -4.32  -1.26  0.00
C  1.51  -4.26  -2.28  0.00
H  2.58  -4.09  -2.16  0.00
H  1.24  -5.23  -1.83  0.00
H  1.29  -4.33  -3.36  0.00
Cr  0.06  -0.87  0.64  2.64
C  -1.39  -1.96  1.26  -0.07
O  -2.24  -2.62  1.72  -0.05
N  0.12  0.59  -0.48  0.03
C  1.02  1.52  -0.33  0.16
C  1.83  1.94  -1.52  0.01
C  1.17  1.91  -2.75  0.02
C  3.21  2.28  -1.49  0.02
C  1.84  2.21  -3.94  0.00
H  0.11  1.63  -2.76  0.00
C  3.88  2.59  -2.68  0.00
H  3.78  2.26  -0.55  0.00
C  3.20  2.56  -3.91  0.02
H  1.30  2.15  -4.89  0.00
H  4.94  2.86  -2.64  0.00
H  3.73  2.76  -4.84  0.00
C  -5.37  -1.36  0.25  0.00
C  -4.35  -1.76  -0.79  0.00
O  -3.18  -0.93  -0.76  0.01
C  -3.17  0.17  -1.67  0.00
C  -2.82  -0.23  -3.09  0.00
H  -4.95  -1.43  1.26  0.00
H  -6.23  -2.03  0.19  0.00
H  -5.73  -0.34  0.08  0.00
H  -3.98  -2.77  -0.58  0.00
H  -4.80  -1.74  -1.80  0.00
H  -4.16  0.68  -1.64  0.00
H  -2.42  0.86  -1.27  0.00
H  -3.54  -0.96  -3.49  0.00
H  -2.85  0.66  -3.72  0.00
H  -1.81  -0.66  -3.14  0.00

Calculated values
- ΔE to the lowest compared entry with this formula, charge and spin (kcal per mole) = 106.4
- gap between HOMO and LUMO (spin up / spin down) (eV) = 5.68 / 2.83
- net charge = +1
- spin multiplicity = 5
- lowest unoccupied orbital energy (spin up / spin down) (eV) = -3.0 / -5.2
- max |F| (eV/Å) = 5.0

[2]
# C5H12F2P2

A cluster of 2 separate species, C5H12F2P2 in total in a non-equilibrium geometry (the ωB97M-V functional and the def2-TZVPD basis, the OMol25 dataset).

Each line ends with the Mulliken charge.
Geometry (Å):
C  -0.84  -2.18  0.53  -1.01
C  -1.20  -1.05  -0.62  -0.93
C  -0.52  0.19  -0.30  0.53
P  1.08  0.54  -0.81  -0.24
C  -1.25  1.11  0.58  -0.75
C  -1.92  2.16  -0.30  -1.07
H  -0.99  -1.82  1.56  0.32
H  0.15  -2.62  0.34  0.30
H  -1.70  -2.84  0.59  0.37
H  -1.00  -1.45  -1.60  0.49
H  -2.27  -0.78  -0.67  0.31
H  1.25  -0.70  -1.56  0.04
H  -0.54  1.67  1.33  0.32
H  -1.92  0.55  1.24  0.33
H  -1.22  2.98  -0.50  0.35
H  -2.47  1.82  -1.18  0.31
H  -2.54  2.76  0.33  0.37
F  5.09  1.05  -0.14  -0.25
P  4.32  -0.32  -0.27  0.43
F  5.24  -0.96  0.79  -0.22
H  3.21  -0.14  0.67  0.00

Calculated values
- ΔE to the lowest compared entry with this formula, charge and spin (kcal per mole) = 0.0
- gap between HOMO and LUMO (eV) = 8.98
- lowest unoccupied orbital energy (eV) = 0.3
- structure (SMILES) = CCC(=P)CC.FPF
- max |F| (eV/Å) = 3.4

[3]
# C15H33Br2CaN7O2P

A structure of composition C15H33Br2CaN7O2P (the ωB97M-V functional and the def2-TZVPD basis, the OMol25 dataset).

Each line ends with the Mulliken charge.
Geometry (Å):
Ca  0.38  1.27  -0.09  1.22
C  1.36  3.55  1.84  -0.82
C  0.92  2.53  2.92  -0.74
N  0.04  1.44  2.44  -0.40
C  -1.39  1.60  2.82  -0.75
C  -2.38  1.36  1.68  -0.81
N  -2.01  2.04  0.43  -0.10
C  -2.09  3.52  0.43  -0.83
C  -0.90  4.23  1.08  -0.75
N  0.41  3.65  0.71  -0.32
H  2.33  3.26  1.42  0.46
H  1.49  4.51  2.35  0.38
H  0.43  3.06  3.74  0.43
H  1.83  2.10  3.34  0.42
H  0.37  0.58  2.87  0.28
H  -1.53  2.60  3.22  0.29
H  -1.65  0.92  3.63  0.56
H  -3.36  1.67  2.05  0.46
H  -2.43  0.29  1.45  0.23
H  -2.64  1.72  -0.30  0.26
H  -3.01  3.87  0.92  0.36
H  -2.14  3.82  -0.62  0.38
H  -0.98  4.21  2.17  0.25
H  -0.95  5.28  0.81  0.47
H  0.83  4.21  -0.02  0.25
N  3.02  -0.93  -3.12  -0.45
C  3.67  -0.22  -2.02  -0.99
C  2.66  0.63  -1.29  1.06
O  2.67  0.70  -0.03  -0.75
O  1.78  1.24  -1.98  -0.70
H  3.70  -1.41  -3.68  0.23
H  2.55  -0.26  -3.71  0.14
H  4.48  0.45  -2.34  0.38
H  4.09  -0.93  -1.31  0.37
Br  -0.36  4.05  -3.03  -0.10
C  -0.25  2.30  -3.84  -0.32
Br  -1.40  1.01  -2.96  -0.06
H  0.76  1.94  -3.71  0.07
H  -0.58  2.38  -4.86  0.48
C  -1.84  -4.26  0.41  -0.95
N  -0.68  -4.00  1.26  0.13
C  0.49  -4.67  0.66  -0.93
N  0.74  -4.27  -0.72  0.18
C  -0.47  -4.52  -1.51  -0.96
N  -1.66  -3.86  -0.98  0.17
C  -1.56  -2.41  -1.11  -1.19
P  -0.11  -1.70  -0.19  1.91
C  -0.44  -2.58  1.43  -1.25
C  1.18  -2.89  -0.82  -1.36
H  -2.71  -3.75  0.83  0.40
H  -2.04  -5.33  0.43  0.29
H  0.31  -5.74  0.68  0.30
H  1.37  -4.45  1.26  0.39
H  -0.65  -5.60  -1.51  0.29
H  -0.30  -4.19  -2.54  0.38
H  -2.48  -1.95  -0.73  0.34
H  -1.47  -2.14  -2.17  0.47
H  -1.32  -2.12  1.90  0.38
H  0.41  -2.43  2.09  0.46
H  2.10  -2.74  -0.25  0.42
H  1.41  -2.62  -1.86  0.60

Calculated values
- ΔE to the lowest compared entry with this formula, charge and spin (kcal per mole) = 21.3
- gap between HOMO and LUMO (eV) = 8.48
- net charge = +1
- lowest unoccupied orbital energy (eV) = -2.3
- max |F| (eV/Å) = 0.3

[4]
# CH3N4Si

The ion CH3N4Si with charge -1 in a non-equilibrium geometry (the ωB97M-V functional and the def2-TZVPD basis, the OMol25 dataset).

Each line ends with the Mulliken charge.
Geometry (Å):
C  1.82  0.66  0.70  0.43
N  3.45  1.05  2.00  -0.37
N  2.40  0.25  1.83  -0.33
N  2.56  1.80  0.19  -0.30
N  3.48  1.97  1.08  -0.29
Si  0.14  0.09  0.10  0.31
H  -0.05  -1.34  -0.42  -0.14
H  -0.38  0.61  -1.04  -0.17
H  -1.08  0.11  1.08  -0.14

Calculated values
- ΔE to the lowest compared entry with this formula, charge and spin (kcal per mole) = 16.7
- gap between HOMO and LUMO (eV) = 8.88
- net charge = -1
- lowest unoccupied orbital energy (eV) = 4.0
- max |F| (eV/Å) = 3.5

[5]
# C6H10O

The molecule C6H10O in a non-equilibrium geometry (the ωB97M-V functional and the def2-TZVPD basis, the OMol25 dataset).

Each line ends with the Mulliken charge.
Geometry (Å):
C  2.02  0.34  -0.29  -1.40
C  0.74  -0.46  -0.14  0.45
C  0.03  -0.52  1.23  -0.88
C  -1.35  -0.20  0.66  0.20
O  -1.86  -1.34  -0.06  -0.49
C  -1.24  1.08  -0.15  -0.51
C  -0.40  0.19  -0.89  -0.32
H  2.83  -0.11  0.29  0.38
H  1.86  1.37  0.06  0.28
H  2.32  0.38  -1.34  0.36
H  0.88  -1.49  -0.50  0.30
H  0.40  0.23  1.94  0.30
H  0.06  -1.50  1.72  0.33
H  -2.74  -1.10  -0.36  0.32
H  -2.16  1.40  -0.63  0.25
H  -0.73  1.88  0.37  0.19
H  -0.65  -0.15  -1.91  0.23

Calculated values
- ΔE to the lowest compared entry with this formula, charge and spin (kcal per mole) = 87.3
- gap between HOMO and LUMO (spin up / spin down) (eV) = 7.66 / 7.69
- lowest unoccupied orbital energy (spin up / spin down) (eV) = 0.9 / 0.9
- structure (SMILES) = C[C@H]1C[C@]2(O)C[C@@H]12
- max |F| (eV/Å) = 2.5